(1)
A structure of composition C25H20BrCl5F5N2O4TeV, computed with ωB97M-V with the def2-TZVPD basis set.

Output
Net charge ... -2
E_LUMO (spin up / spin down) ... 3.9 / 3.9 eV
HOMO energy (spin up / spin down) ... -0.1000 / -0.0983 Ha
Multiplicity ... 3

Structure (XYZ):
```
64
Properties=species:S:1:pos:R:3:forces:R:3:nbo_charge:R:1
V 0.02790 -1.61242 0.21735 0.2 -0.4 -0.4 1.525
O 2.58122 0.09515 -3.47655 0.0 0.0 0.0 -0.723
C 3.29864 0.92140 -2.72568 0.1 0.0 0.0 0.442
C 4.21436 1.75019 -3.39792 0.0 0.0 0.0 -0.308
C 5.01324 2.64969 -2.72023 0.0 0.0 0.0 -0.208
C 4.93825 2.75292 -1.33489 0.0 0.0 0.0 -0.291
C 4.03327 1.94704 -0.66311 0.0 0.0 0.0 -0.182
C 3.20259 1.04950 -1.32807 0.0 0.0 0.0 -0.149
C 2.18459 0.28305 -0.52185 -0.1 0.1 0.0 0.202
O 2.77576 -0.22783 0.63462 0.0 0.0 0.0 -0.580
N 1.11172 1.22935 -0.19345 0.1 -0.1 -0.1 -0.428
N 0.10312 0.75291 0.58008 0.0 0.2 0.1 -0.180
C -0.62454 1.63084 1.14735 0.0 0.0 0.0 -0.038
C -1.86066 1.35482 1.88738 0.0 0.0 0.1 -0.065
Br -1.69836 0.53695 3.60222 0.0 0.0 0.0 0.064
C -3.05476 1.78466 1.49374 0.0 0.0 0.0 -0.217
C -3.31264 2.49959 0.23007 0.0 0.1 0.0 -0.063
C -2.60536 2.25982 -0.95152 0.0 0.0 0.0 -0.208
C -2.88693 2.99736 -2.09228 0.0 0.0 0.0 -0.152
C -3.87490 3.97208 -2.08231 0.0 0.0 0.0 -0.242
C -4.60076 4.19913 -0.92021 0.0 0.0 0.0 -0.229
C -4.32335 3.46353 0.22024 0.0 0.0 0.0 -0.195
H 2.20017 -0.75356 -3.02057 0.0 0.0 0.0 0.534
H 4.27634 1.64601 -4.47430 0.0 0.0 0.0 0.206
H 5.71142 3.26649 -3.27634 0.0 0.0 0.0 0.190
H 5.57731 3.43797 -0.79142 0.0 0.0 0.0 0.193
H 3.96414 1.98527 0.41893 0.0 0.0 0.0 0.216
H 1.74773 -0.50346 -1.13994 0.0 0.0 0.1 0.235
H 1.45396 2.14390 0.08322 0.0 0.0 0.0 0.352
H -0.39136 2.68950 0.99909 0.0 0.0 0.0 0.174
H -3.90643 1.64177 2.14984 0.0 0.0 0.0 0.224
H -1.86741 1.46809 -1.00379 0.0 0.0 0.0 0.265
H -2.33325 2.78901 -2.99896 0.0 0.0 0.0 0.212
H -4.08919 4.54003 -2.97951 0.0 0.0 0.0 0.200
H -5.38656 4.94496 -0.90327 0.0 0.0 0.0 0.199
H -4.89429 3.63508 1.12626 0.0 0.0 0.0 0.200
Cl -3.44876 -0.88256 -0.41930 0.0 0.0 0.0 0.054
C -3.08288 -1.69670 1.06536 0.0 0.0 0.1 0.035
C -1.77090 -2.08082 1.33585 0.0 0.1 0.1 -0.465
C -1.61740 -2.88619 2.45807 0.0 0.0 0.1 -0.059
Cl -0.03331 -3.54110 2.74878 0.0 0.0 0.0 0.089
C -2.64298 -3.19399 3.34594 0.0 0.0 0.0 -0.089
Cl -2.35436 -4.16032 4.75182 0.0 0.0 0.0 0.008
C -3.91568 -2.69308 3.09705 0.0 0.0 0.0 -0.090
Cl -5.20684 -2.99930 4.20868 0.0 0.0 0.0 0.006
C -4.14057 -1.95759 1.93809 0.0 0.0 0.0 -0.126
Cl -5.73458 -1.35682 1.61421 0.0 0.0 0.0 0.003
F -0.53198 -0.79212 -1.32432 0.0 0.0 0.0 -0.729
Te 0.25402 -3.84971 -2.32136 0.1 0.0 0.1 2.558
F 1.75194 -2.00700 -2.53209 0.0 -0.1 0.0 -0.775
F -1.68250 -3.35546 -2.37315 0.0 0.0 0.0 -0.723
F -0.48391 -5.59863 -1.98794 0.0 0.0 0.0 -0.687
F 1.94741 -4.85172 -2.05258 0.0 0.0 0.0 -0.726
O 0.30214 -3.36870 -0.55006 -0.2 0.2 0.2 -1.222
C 3.33873 -2.89541 0.31520 0.0 0.0 0.0 -0.252
O 2.76193 -2.36890 1.49949 0.0 0.0 0.0 -0.576
C 1.94809 -1.22000 1.31906 -0.1 0.0 0.0 0.091
C 1.79961 -0.67968 2.73730 0.0 0.0 0.0 -0.649
H 2.60155 -3.06329 -0.46542 0.0 0.0 0.0 0.222
H 3.78203 -3.85427 0.58558 0.0 0.0 0.0 0.168
H 4.11845 -2.22939 -0.06694 0.0 0.0 0.0 0.159
H 2.80139 -0.53140 3.15755 0.0 0.0 0.0 0.193
H 1.26052 -1.38005 3.37264 0.0 0.0 0.0 0.215
H 1.27384 0.27342 2.74827 0.0 0.0 0.0 0.194
```
Forces are in eV/Å.

=====

(2)
A structure of composition C25H20BrF6N3O5PRb, computed with ωB97M-V with the def2-TZVPD basis set.

Output
Net charge ... -1
E_LUMO (spin up / spin down) ... 1.7 / 1.5 eV
HOMO energy (spin up / spin down) ... -0.2391 / -0.2350 Ha
Multiplicity ... 2

Structure (XYZ):
```
62
Properties=species:S:1:pos:R:3:forces:R:3:nbo_charge:R:1
Rb -0.79849 -2.16398 0.62317 -0.1 0.0 0.0 0.948
C -0.89067 -3.84777 4.63154 0.0 0.0 0.0 -0.712
C -1.65008 -2.71388 3.99061 -0.1 0.0 -0.1 0.696
O -2.31314 -2.88206 2.97779 0.1 0.0 0.0 -0.660
N -1.53980 -1.49969 4.59633 0.0 0.0 0.0 -0.599
C -1.86184 -0.28023 3.88096 0.0 0.0 0.0 -0.284
C -0.62852 0.37842 3.30202 0.0 0.0 0.0 0.220
C -0.61535 1.74457 3.03716 0.0 0.0 0.0 -0.247
C 0.51577 2.30122 2.47138 0.0 0.0 0.0 -0.159
C 1.61013 1.48625 2.21175 0.0 0.0 0.0 -0.271
C 1.50946 0.14418 2.52474 0.0 0.0 0.0 0.038
N 0.41348 -0.40886 3.04670 0.0 0.0 0.1 -0.479
H -1.49220 -4.75239 4.58497 0.0 0.0 0.0 0.239
H -0.60623 -3.63996 5.66281 0.0 0.0 0.0 0.203
H 0.01165 -4.02023 4.04071 0.0 0.0 0.0 0.259
H -0.79928 -1.42500 5.27497 0.0 0.0 0.0 0.387
H -2.37734 0.41967 4.53874 0.0 0.0 0.0 0.207
H -2.55322 -0.51314 3.06753 0.0 0.0 0.0 0.287
H -1.50018 2.33596 3.23032 0.0 0.0 0.0 0.239
H 0.54335 3.35531 2.22532 0.0 0.0 0.0 0.218
H 2.51404 1.87753 1.76530 0.0 0.0 0.0 0.221
H 2.33864 -0.53238 2.34901 0.0 0.0 0.0 0.195
Br 2.92701 -1.09983 -0.46020 0.0 0.0 -0.1 0.090
C 2.89635 -0.91580 -2.33952 0.0 0.0 0.1 -0.057
C 4.04614 -1.03512 -3.05754 0.0 0.0 -0.1 -0.245
C 4.00691 -0.89875 -4.46421 0.0 0.0 0.0 -0.204
C 2.82997 -0.65186 -5.10757 0.0 0.0 0.0 -0.185
C 1.62000 -0.52716 -4.37883 0.0 0.0 -0.2 -0.057
C 0.37545 -0.27639 -5.01430 0.0 0.0 0.1 -0.208
C -0.77716 -0.15728 -4.29165 -0.1 0.0 0.0 -0.188
C -0.76644 -0.27947 -2.87478 0.0 0.0 0.0 -0.346
C 0.42900 -0.53048 -2.31035 0.0 0.0 0.0 0.187
C 1.65411 -0.66073 -2.96669 0.0 0.0 0.0 -0.122
H 4.97952 -1.24028 -2.55242 0.0 0.0 0.0 0.227
H 4.92463 -0.99688 -5.02951 0.0 0.0 0.0 0.212
H 2.80242 -0.55107 -6.18586 0.0 0.0 0.0 0.208
H 0.35817 -0.17957 -6.09283 0.0 0.0 0.0 0.210
H -1.71745 0.03807 -4.79257 0.0 0.0 0.0 0.215
H -1.66161 -0.15728 -2.27438 0.0 0.0 0.0 0.267
O -3.39684 1.37496 1.57527 0.0 0.0 0.0 -0.737
C -2.58509 1.24382 0.64572 0.0 -0.1 0.1 0.762
O -2.08079 0.18158 0.19959 0.1 0.1 -0.1 -0.827
C -2.11026 2.53325 -0.02831 -0.1 0.1 0.0 -0.118
C -2.84781 3.70353 0.13033 0.0 0.0 0.0 -0.185
C -2.44153 4.88446 -0.46711 0.0 -0.1 0.0 -0.208
C -1.27019 4.86929 -1.20798 0.0 0.2 -0.1 -0.006
C -0.50304 3.72940 -1.37460 -0.1 0.0 0.1 -0.210
C -0.94230 2.55741 -0.77983 0.1 0.0 0.0 -0.138
N -0.82210 6.12060 -1.84266 0.0 0.0 0.0 0.535
O 0.22461 6.10602 -2.46271 0.0 0.0 0.0 -0.392
O -1.52152 7.10894 -1.71426 0.0 0.0 0.0 -0.397
H -3.74328 3.65993 0.73558 0.0 0.0 0.0 0.241
H -3.00440 5.79987 -0.36795 0.0 0.0 0.0 0.239
H 0.40436 3.76997 -1.95820 0.0 0.0 0.0 0.241
H -0.37985 1.64006 -0.88491 0.0 0.0 0.0 0.231
F 1.36339 -3.84799 1.19248 0.1 -0.1 0.0 -0.615
P 1.19349 -4.95965 -0.01332 0.1 0.1 0.0 2.600
F 0.83398 -3.72448 -1.03072 0.1 -0.1 -0.1 -0.612
F -0.39211 -5.04967 0.36196 0.0 0.0 0.0 -0.603
F 0.99475 -6.01005 -1.20796 -0.1 0.0 0.0 -0.583
F 2.75358 -4.79798 -0.36793 0.0 0.0 0.0 -0.585
F 1.51577 -6.13691 1.02695 0.0 0.0 0.0 -0.584
```
Forces are in eV/Å.

=====

(3)
A structure of composition C25H20Cl2N6O11S2Sr, computed with ωB97M-V with the def2-TZVPD basis set.

Output
Net charge ... -2
E_LUMO ... 4.2 eV
HOMO energy ... -0.1000 Ha
Multiplicity ... 1

Structure (XYZ):
```
67
Properties=species:S:1:pos:R:3:forces:R:3:nbo_charge:R:1
Sr -1.34754 -0.76277 0.54057 0.6 0.0 -0.2 1.808
O 0.68521 2.36441 5.60712 0.0 -0.2 0.3 -0.693
C 1.43835 1.29236 5.61966 0.5 0.5 -0.3 0.785
O 2.24019 1.06785 6.50472 -0.2 -0.2 0.2 -0.640
C 1.35434 0.41425 4.41792 -0.1 -0.1 0.1 -0.285
C 2.06806 -0.75142 4.21982 -0.1 0.0 0.0 0.170
Cl 3.27026 -1.48048 5.18364 0.0 0.0 0.0 0.061
N 1.70356 -1.27244 3.02658 0.0 0.0 0.0 -0.208
N 0.80666 -0.47792 2.42014 -0.1 -0.1 -0.2 -0.277
C 0.58448 0.53637 3.23065 0.0 0.0 0.0 0.055
C -0.37912 1.60760 2.74584 0.1 -0.1 0.0 0.796
O -0.64804 2.53452 3.54576 -0.1 0.0 -0.2 -0.705
O -0.78300 1.46516 1.57891 -0.3 0.0 0.1 -0.776
C 2.19896 -2.40397 2.31077 0.0 0.0 0.0 0.210
C 2.51202 -2.22933 0.97042 0.0 0.0 0.0 -0.239
C 2.95194 -3.31757 0.23519 0.0 0.0 0.0 -0.179
C 3.09294 -4.55768 0.83960 0.0 0.0 0.0 -0.199
C 2.77033 -4.71750 2.17838 0.0 0.0 0.0 -0.203
C 2.30883 -3.64218 2.92132 0.0 0.0 0.0 -0.230
H 0.09784 2.42415 4.74888 -0.1 0.1 -0.1 0.497
H 2.37960 -1.25873 0.50840 0.0 0.0 0.0 0.256
H 3.16101 -3.19292 -0.81914 0.0 0.0 0.0 0.219
H 3.41604 -5.41001 0.25567 0.0 0.0 0.0 0.205
H 2.83959 -5.69354 2.64136 0.0 0.0 0.0 0.204
H 2.01003 -3.76667 3.95184 0.0 0.0 0.0 0.222
S 0.85926 -0.13882 -1.61108 -0.1 0.0 0.1 -0.565
C 0.26644 1.27321 -2.40487 0.0 0.0 0.0 0.134
N 0.92431 2.02379 -3.23175 0.0 0.0 0.0 -0.273
N 2.20298 1.65182 -3.44048 0.0 0.0 0.0 -0.447
C 3.02580 2.37890 -4.25664 0.0 0.0 0.0 0.273
C 4.35779 1.97229 -4.42619 0.0 0.0 0.0 -0.295
C 5.20908 2.68357 -5.25098 0.0 0.0 0.0 -0.198
C 4.76729 3.81436 -5.92924 0.0 0.0 0.0 -0.295
C 3.44803 4.21719 -5.75901 0.0 0.0 0.0 -0.192
C 2.57882 3.51955 -4.93794 0.0 0.0 0.0 -0.301
N -1.06277 1.78586 -2.28102 0.0 0.0 0.0 -0.141
N -1.78502 1.22607 -1.44903 0.0 -0.1 0.2 -0.216
C -3.11389 1.75322 -1.39008 0.0 0.0 0.0 0.075
C -3.74467 1.75697 -0.15300 0.0 0.0 0.0 -0.142
C -5.05859 2.18738 -0.05332 0.0 0.0 0.0 -0.211
C -5.73751 2.61205 -1.18612 0.0 0.0 0.0 -0.227
C -5.09940 2.61091 -2.42139 0.0 0.0 0.0 -0.211
C -3.78687 2.18173 -2.52906 0.0 0.0 0.0 -0.227
H 2.53491 0.84653 -2.91365 0.0 0.0 0.0 0.404
H 4.71137 1.09340 -3.89958 0.0 0.0 0.0 0.208
H 6.23436 2.35044 -5.36417 0.0 0.0 0.0 0.197
H 5.43744 4.36991 -6.57277 0.0 0.0 0.0 0.195
H 3.08490 5.09836 -6.27593 0.0 0.0 0.0 0.197
H 1.55463 3.83388 -4.80114 0.0 0.0 0.0 0.239
H -3.20389 1.46001 0.73793 0.0 0.0 0.0 0.229
H -5.54780 2.16231 0.91117 0.0 0.0 0.0 0.226
H -6.76970 2.93230 -1.11052 0.0 0.0 0.0 0.198
H -5.63275 2.93407 -3.30764 0.0 0.0 0.0 0.196
H -3.27222 2.15912 -3.47999 0.0 0.0 0.0 0.225
O -2.23065 -4.83795 0.25162 0.0 0.0 0.0 -0.843
Cl -1.02765 -4.06145 0.21873 0.0 0.0 0.1 2.546
O 0.11755 -4.91370 0.10499 0.0 0.0 0.0 -0.846
O -0.92945 -3.26414 1.44576 0.0 0.0 0.0 -0.927
O -1.05984 -3.11442 -0.88348 0.0 0.1 0.0 -0.889
C -4.20858 -3.01018 2.61834 0.0 0.0 0.0 -0.901
S -4.07285 -1.36038 1.98729 0.0 0.0 0.0 2.400
O -5.32075 -0.68987 2.27554 0.0 0.0 0.0 -1.002
O -2.89073 -0.76941 2.63899 0.0 0.0 0.0 -1.073
O -3.78213 -1.52153 0.54920 0.0 0.1 -0.1 -1.083
H -4.47874 -2.95151 3.67061 0.0 0.0 0.0 0.221
H -3.25064 -3.50650 2.47925 0.0 0.0 0.0 0.260
H -4.98037 -3.52093 2.04664 0.0 0.0 0.0 0.229
```
Forces are in eV/Å.

=====

(4)
A structure of composition C25H20Cl4InN4O2, computed with ωB97M-V with the def2-TZVPD basis set.

Output
Net charge ... +1
E_LUMO ... -3.2 eV
HOMO energy ... -0.3583 Ha
Multiplicity ... 1

Structure (XYZ):
```
56
Properties=species:S:1:pos:R:3:forces:R:3:nbo_charge:R:1
In -0.42774 0.26800 -0.07387 0.3 -0.6 0.3 1.967
C 0.67623 -2.47023 1.14836 0.1 0.0 0.0 -0.216
C 0.57357 -2.90284 -0.31334 -0.1 0.1 0.0 -0.475
C -0.82494 -2.78687 -0.86401 0.0 0.1 0.1 0.263
C -1.31872 -3.70408 -1.77660 0.0 -0.1 0.0 -0.240
C -2.59322 -3.53428 -2.28695 0.0 0.0 0.0 -0.109
C -3.35834 -2.46234 -1.85544 0.0 0.0 0.0 -0.247
C -2.80113 -1.58922 -0.94904 0.1 0.0 0.1 0.095
N -1.56072 -1.73968 -0.45599 0.0 -0.1 -0.3 -0.566
N 0.93049 -1.02033 1.32833 0.1 0.0 0.0 -0.494
C 2.30050 -0.62919 0.95358 0.0 0.1 0.0 -0.283
C 2.44226 0.87642 0.92985 -0.1 0.0 0.0 0.247
C 3.68406 1.47553 1.02403 0.0 0.0 0.0 -0.231
C 3.77741 2.85094 0.88978 0.0 0.0 0.0 -0.109
C 2.62430 3.59332 0.68899 0.0 0.0 0.0 -0.238
C 1.41737 2.92683 0.63994 0.0 -0.1 0.0 0.077
N 1.32523 1.59618 0.76493 -0.1 0.3 -0.1 -0.553
C 0.64160 -0.62543 2.71637 0.0 0.0 -0.1 -0.270
C -0.82486 -0.34460 2.92491 0.0 0.1 0.0 0.235
C -1.47690 -0.65640 4.10399 0.0 0.0 0.0 -0.228
C -2.79870 -0.27307 4.26732 0.0 0.0 0.0 -0.108
C -3.43971 0.41207 3.24703 0.0 0.0 0.0 -0.237
C -2.73317 0.68019 2.09321 0.1 0.0 0.0 0.079
N -1.45308 0.30905 1.93789 -0.3 0.1 -0.1 -0.555
H 1.45947 -3.03491 1.66454 0.0 0.0 0.0 0.207
H -0.26784 -2.68720 1.65106 0.0 0.0 0.0 0.218
H 0.91200 -3.93317 -0.40771 0.0 0.0 0.0 0.245
H 1.22663 -2.29894 -0.95108 0.0 0.0 0.0 0.269
H -0.70450 -4.54066 -2.08122 0.0 0.0 0.0 0.235
H -2.98519 -4.22898 -3.01806 0.0 0.0 0.0 0.237
H -4.35794 -2.29233 -2.22797 0.0 0.0 0.0 0.243
H -3.35415 -0.72376 -0.60784 0.0 0.0 0.0 0.208
H 2.50109 -0.97694 -0.05875 0.0 0.0 0.0 0.277
H 3.03887 -1.07671 1.62722 0.0 0.0 0.1 0.211
H 4.56688 0.86821 1.17495 0.0 0.0 0.0 0.237
H 4.74180 3.33928 0.93620 0.0 0.0 0.0 0.240
H 2.65671 4.66705 0.57108 0.0 0.0 0.0 0.246
H 0.48881 3.46397 0.49211 0.0 0.0 0.0 0.213
H 1.17063 0.30343 2.93028 0.1 0.0 0.0 0.248
H 1.00328 -1.37581 3.42456 -0.1 0.0 0.0 0.221
H -0.94881 -1.18725 4.88489 0.0 0.0 0.0 0.241
H -3.32397 -0.50554 5.18465 0.0 0.0 0.0 0.244
H -4.46923 0.72783 3.33769 0.0 0.0 0.0 0.250
H -3.18888 1.20918 1.26457 0.0 0.0 0.0 0.224
Cl 2.60537 3.26832 -5.17804 0.0 0.0 0.0 0.055
C 1.38627 2.55265 -4.19418 0.0 0.0 0.0 -0.089
C 0.05291 2.91590 -4.34744 0.0 0.0 0.0 -0.101
Cl -0.40272 4.07188 -5.53982 0.0 0.0 0.0 0.057
C -0.92046 2.35039 -3.51730 -0.2 0.0 -0.1 -0.094
Cl -2.57902 2.82132 -3.62300 0.1 0.0 0.0 0.037
C -0.57692 1.38523 -2.58740 -0.1 -0.1 0.2 0.201
O -1.46660 0.83464 -1.72487 -0.2 0.8 -0.2 -0.863
C 0.76681 0.97453 -2.46980 0.1 -0.1 0.4 0.294
O 1.05661 0.07296 -1.52278 0.2 -0.1 -0.4 -0.900
C 1.73841 1.60586 -3.23053 0.1 -0.1 -0.1 -0.135
Cl 3.39191 1.17962 -2.93928 -0.1 0.0 0.0 0.019
```
Forces are in eV/Å.